[1]
19
Properties=species:S:1:pos:R:3:lowdin_charge:R:1 method="wB97M-V/def2-TZVPD" homo_energy_ev=-9.51 de_lowest_kcal_mol=212.2
O 1.207 -0.674 2.236 -0.0120
O -0.464 -3.020 -0.528 -0.0752
O 1.350 1.931 -0.098 0.0565
N 0.923 -1.079 1.162 -0.0042
N -0.058 -0.269 0.527 -0.1615
C 0.088 -1.891 -1.312 -0.2409
C 0.084 2.285 0.398 -0.2130
C -0.532 1.066 1.070 -0.1373
C -0.411 -0.588 -0.791 -0.2245
H 0.272 -0.024 -1.504 0.1323
H -1.531 0.787 1.059 0.0924
H -0.482 -2.061 -2.264 0.1321
H -0.217 0.772 2.068 0.1009
H 1.099 -2.141 -1.369 0.0962
H -0.207 -2.815 0.314 -0.0155
H -0.818 2.526 -0.660 0.2085
H -1.762 -0.575 -1.000 0.2270
H 1.329 2.588 -0.509 -0.1213
H 0.131 3.183 1.203 0.1593

[2]
11
Properties=species:S:1:pos:R:3:lowdin_charge:R:1 method="wB97M-V/def2-TZVPD" homo_energy_ev=-2.86 charge=-1 de_lowest_kcal_mol=10.1
S 2.146 -0.366 -1.005 0.2687
S -0.011 -1.249 1.352 0.2209
C -1.229 0.401 -0.524 -0.2232
C -0.562 0.416 0.866 -0.7813
H -1.509 1.432 -0.725 0.0521
H 1.348 -1.036 0.030 -0.3189
H -2.010 -0.347 -0.535 0.0443
H -0.430 0.041 -1.163 -0.0119
H 3.314 -1.014 -0.823 -0.2810
H -1.306 0.615 1.642 0.0149
H 0.249 1.108 0.884 0.0153

[3]
18
Properties=species:S:1:pos:R:3:lowdin_charge:R:1 method="wB97M-V/def2-TZVPD" homo_energy_ev=-0.66 charge=-2 de_lowest_kcal_mol=6.1
S -0.198 2.103 0.594 0.6989
O -2.463 -2.479 -0.319 0.0222
O -1.672 1.908 -0.028 -0.6503
O -2.828 -0.313 -0.247 -0.0897
O 2.728 -1.429 -0.615 -0.1224
O -0.519 -0.915 1.916 0.0051
O 2.039 -0.873 1.420 -0.1040
C 1.014 2.088 -0.778 -0.4420
C -2.107 -1.392 0.058 -0.5855
C 0.358 -1.239 -0.297 0.0207
C -0.716 -1.093 0.572 -0.2643
C 1.811 -1.123 0.198 -0.7201
H 0.812 1.351 -1.516 -0.0081
H 1.935 1.626 -0.169 0.0615
H 0.429 -0.665 1.947 0.0384
H -2.211 0.865 -0.043 0.0268
H 0.305 -1.478 -1.317 0.0807
H 1.283 3.058 -1.375 0.0318

[4]
12
Properties=species:S:1:pos:R:3:lowdin_charge:R:1 method="wB97M-V/def2-TZVPD" homo_energy_ev="-8.68 / -8.63" de_lowest_kcal_mol=90.6
I -2.942 0.004 0.074 0.5476
N -1.180 0.109 -1.125 -0.4406
N -0.321 -0.897 -0.930 -0.2988
C 0.015 -1.387 0.393 -0.1538
C 0.183 1.912 -0.082 0.0124
H -0.142 1.782 1.062 0.0423
H 1.286 1.822 -0.247 0.0101
H 0.336 -0.515 0.895 0.0454
H -0.729 -1.986 0.860 0.0442
H -0.700 -1.648 -1.570 0.1389
H -0.286 2.756 -0.638 0.0035
H 0.847 -1.976 0.370 0.0488

[5]
9
Properties=species:S:1:pos:R:3:lowdin_charge:R:1 method="wB97M-V/def2-TZVPD" homo_energy_ev=-10.04 de_lowest_kcal_mol=13.6
In -6.090 23.677 7.006 1.0920
P -5.049 21.232 9.243 -0.0838
O -4.785 22.767 9.335 -0.3689
O -5.395 20.553 10.563 -0.1367
O -5.888 26.427 6.051 -0.1965
O -6.218 21.114 8.251 -0.2996
O -3.795 20.537 8.700 -0.1085
H -6.726 26.883 5.905 0.0469
H -5.211 27.092 5.875 0.0551

[6]
68
Properties=species:S:1:pos:R:3:lowdin_charge:R:1 method="wB97M-V/def2-TZVPD" homo_energy_ev=-10.28 smiles="O=C1OCCO1.O=C1OCCO1.O=C1OCCO1.O=C1OCCO1.O=C1OCCO1.O=C1OCCO1.ClCCCl" de_lowest_kcal_mol=53.0
Cl -0.990 0.225 3.349 0.6682
Cl -1.659 -4.007 3.725 0.6415
O 3.571 -5.552 -0.342 0.0403
O -0.557 2.989 -3.732 0.0562
O -0.036 -7.182 -1.497 0.1163
O -0.250 4.353 2.076 0.0293
O -0.290 5.169 -4.463 0.1059
O -2.323 4.374 0.869 0.0955
O -1.776 -0.816 0.310 -0.0031
O 2.396 4.536 0.533 0.0629
O 3.300 -3.520 0.401 0.0754
O -2.179 4.346 3.082 0.0780
O 3.871 3.578 -0.747 0.0489
O 0.281 -0.048 -0.042 0.0692
O -0.584 -5.326 -0.415 0.0929
O -1.427 3.627 -5.581 0.1165
O 0.056 -2.241 0.645 0.1104
O 4.073 3.305 1.544 0.0578
O -2.085 -6.824 -0.630 0.0944
O 4.715 -4.886 1.552 0.1248
C 3.131 4.462 -1.626 -0.0959
C 3.910 -4.664 0.658 -0.5227
C -1.610 4.326 1.893 -0.5136
C -1.917 -2.308 3.390 -0.6658
C 0.087 4.081 3.407 -0.1337
C -1.786 2.269 -5.385 -0.1135
C 2.576 -3.531 -0.790 -0.1187
C -0.587 1.104 -0.199 -0.0830
C -0.405 -1.143 0.319 -0.4815
C 1.873 4.737 -0.811 -0.0710
C 3.489 3.846 0.536 -0.5297
C -0.698 -1.445 3.802 -0.6362
C -0.998 1.763 -4.226 -0.1442
C -0.845 -6.509 -0.860 -0.6216
C -2.749 -5.812 0.092 -0.0928
C -1.981 0.570 0.124 -0.1578
C -1.210 4.479 4.089 -0.1139
C -1.655 -4.777 0.336 -0.1244
C -0.776 4.026 -4.553 -0.5744
C 2.987 -4.871 -1.444 -0.1124
H 3.695 -4.861 -2.273 0.1236
H 1.058 4.056 -1.056 0.1216
H -1.994 -3.755 0.164 0.1163
H 0.429 3.048 3.475 0.1162
H 1.516 -3.629 -0.558 0.0988
H -2.064 -2.185 2.317 0.0359
H -0.492 -1.498 4.871 0.0728
H -1.236 3.679 4.829 0.1331
H -1.508 1.599 -6.198 0.1394
H -2.376 1.060 1.014 0.0966
H -2.737 0.813 -0.622 0.1295
H 2.871 -2.751 -1.493 0.1348
H 2.159 -5.492 -1.787 0.1134
H 3.714 5.376 -1.743 0.1322
H -2.859 2.337 -5.209 0.1423
H -0.170 1.136 -4.559 0.1390
H 0.208 -1.812 3.320 0.0705
H -1.364 -4.704 1.384 0.0494
H -0.172 1.912 0.405 0.1227
H 0.941 4.689 3.706 0.1412
H -2.961 -6.252 1.067 0.1318
H -1.204 5.496 4.480 0.1418
H 1.504 5.759 -0.903 0.1388
H -0.620 1.467 -1.226 0.1094
H -1.678 1.192 -3.594 0.1314
H -3.638 -5.489 -0.449 0.1358
H 2.865 4.033 -2.592 0.1320
H -2.832 -1.923 3.842 0.0749

[7]
122
Properties=species:S:1:pos:R:3:lowdin_charge:R:1 method="wB97M-V/def2-TZVPD" homo_energy_ev="-1.30 / -0.70" charge=-2 de_lowest_kcal_mol=33.1
Rb -0.519 -0.003 -0.093 0.5628
Ge -5.488 1.674 -0.169 0.6070
S 3.749 1.568 2.338 0.6611
P 0.580 -1.474 2.774 1.0485
P -0.141 3.118 1.901 0.9435
O -1.218 -3.844 -2.861 0.1059
O -1.900 -2.324 -1.416 0.0538
O 0.361 2.774 -4.438 0.0373
O 0.426 2.023 -2.323 -0.0418
N 6.128 1.071 1.159 0.0028
N -0.819 -0.363 -3.126 0.1052
N 4.524 1.640 -0.227 0.0234
N 1.960 -2.760 0.590 0.0406
C 2.202 -3.479 -0.555 -0.2275
C -0.728 -2.815 2.970 -0.5508
C 0.112 -1.425 5.710 -0.1198
C -5.562 3.619 0.262 -0.2630
C 0.109 1.794 -3.495 -0.5061
C 4.307 -2.820 4.077 -0.3164
C -6.450 1.622 -1.917 -0.2665
C 5.719 1.656 -1.047 -0.1554
C -0.628 0.387 -5.435 -0.0371
C 2.455 -5.535 -1.834 -0.0393
C -0.469 0.612 -4.030 -0.2100
C 2.995 -2.346 4.068 -0.0813
C 0.289 -0.608 4.424 -0.5523
C -0.875 -3.672 1.707 -0.1145
C -1.052 -0.832 -5.871 -0.1107
C 2.375 -4.885 -0.602 -0.1991
C -6.822 0.938 1.120 -0.2642
C -1.197 -1.536 -3.581 -0.2463
C 4.829 -3.274 2.866 -0.0899
C 0.200 3.955 0.289 -0.4250
C 1.693 4.220 0.064 -0.1702
C -1.971 3.323 1.969 -0.4424
C 1.970 -1.302 -1.785 -0.0771
C -2.096 -2.190 3.276 -0.1278
C 2.132 -2.794 -1.794 -0.1949
C 2.195 -2.323 2.933 -0.2870
C 2.214 -3.481 -2.997 -0.0427
C -1.476 -2.565 -2.511 -0.4659
C -3.737 0.955 0.076 -0.3033
C -1.327 -1.864 -4.933 -0.0605
C 1.302 0.521 4.635 -0.1673
C 5.145 -2.769 5.332 -0.0863
C 0.140 4.274 4.493 -0.1580
C 4.076 -3.272 1.706 -0.0576
C 2.370 -4.864 -3.047 -0.3090
C 4.803 1.439 1.082 -0.9088
C 0.449 4.484 3.010 -0.4254
C 2.415 -5.715 0.655 -0.0530
C 6.665 0.824 -0.180 -0.1632
C -2.632 2.478 3.062 -0.1708
C 2.401 -5.604 -4.363 -0.0776
C 2.726 -2.817 1.688 -0.3440
H -1.348 -3.103 0.903 0.0585
H 5.843 -3.610 5.384 0.0603
H 6.615 -0.233 -0.450 0.1173
H -0.932 4.334 4.684 0.0497
H -5.851 2.127 -2.680 -0.0032
H -0.335 -0.787 6.482 0.0728
H 2.325 0.146 4.720 0.0443
H 0.917 -1.019 -1.780 -0.0323
H 2.293 3.417 0.504 0.0098
H 2.605 -1.971 5.007 0.0705
H -2.865 -2.969 3.258 0.0763
H -2.406 2.847 4.067 0.0455
H 1.062 -1.786 6.107 0.0553
H 0.754 3.481 -3.912 0.0944
H -6.612 0.591 -2.244 -0.0045
H 2.013 5.156 0.529 0.0607
H -3.714 2.463 2.921 0.0510
H -0.670 -0.120 4.223 0.0719
H -0.394 1.189 -6.122 0.0969
H -4.962 4.194 -0.451 0.0009
H 2.850 -6.593 -4.243 0.0621
H -0.538 -2.289 5.577 0.0512
H -1.711 -2.823 -5.256 0.0896
H 5.853 -3.640 2.834 0.0947
H -0.378 4.882 0.227 0.0780
H -2.367 -1.455 2.508 0.0733
H 1.069 1.079 5.550 0.0684
H 6.331 0.413 1.895 0.1188
H 5.548 1.211 -2.024 0.1151
H -7.743 1.534 1.121 -0.0053
H 2.412 -0.855 -2.680 0.0836
H -2.230 4.383 2.079 0.0772
H 4.515 -2.802 6.225 0.0630
H -0.162 3.289 -0.495 0.0397
H 4.516 -3.602 0.770 0.1020
H 1.915 4.277 -1.005 0.0582
H 1.710 -5.346 1.400 0.0672
H -7.077 -0.097 0.872 -0.0043
H -0.696 -3.835 -3.676 0.0853
H -6.594 3.988 0.220 -0.0047
H 1.395 -5.753 -4.770 0.0649
H 3.670 2.113 -0.476 0.1160
H -0.411 -3.458 3.796 0.0925
H 0.019 5.430 2.661 0.0732
H -2.148 -1.693 4.245 0.0521
H -5.165 3.810 1.265 -0.0105
H -7.422 2.127 -1.845 -0.0070
H -1.507 -4.543 1.916 0.0764
H -2.300 1.440 2.991 0.0443
H 2.573 -6.617 -1.842 0.1015
H 2.156 -2.918 -3.928 0.1156
H 1.532 4.536 2.867 0.0607
H 3.400 -5.693 1.131 0.0666
H 6.105 2.670 -1.181 0.1115
H 2.167 -6.753 0.426 0.0667
H -2.365 2.965 1.011 0.0270
H 7.695 1.162 -0.263 0.1034
H 5.739 -1.849 5.393 0.0642
H -1.177 -1.023 -6.930 0.0864
H 1.277 1.214 3.790 -0.0027
H 0.630 5.035 5.108 0.0597
H 2.977 -5.058 -5.115 0.0659
H 0.085 -4.009 1.328 0.0360
H 0.486 3.295 4.829 0.0445
H -6.397 0.949 2.128 -0.0062
H -3.574 0.175 -0.690 -0.1616
H 2.435 -0.876 -0.893 0.0679